Below is C40H31FGeN3O3S3Sr as an isolated structure, with properties calculated with the ωB97M-V functional and the def2-TZVPD basis.

The expectation value of S² is 0.755. For the frontier orbital gap (spin up / spin down), the calculation gives 7.04 / 6.05 eV. The energy relative to the best compared isomer or geometry (same formula, charge and spin) comes out at 0.0 kcal/mol. Its spin multiplicity is 2. The total energy is -5335.069483 hartree. The net charge is 0.

Geometry as XYZ:
```
83
Properties=species:S:1:pos:R:3:forces:R:3
Sr -1.080369 1.207965 -0.197107 -0.159 0.103 0.101
C 1.923235 4.910826 6.020652 -0.001 -0.004 -0.003
C 0.455910 4.519784 6.142361 0.002 0.006 -0.007
C 0.069454 4.052775 7.537872 -0.002 -0.002 0.002
C 0.744591 2.729934 7.868305 -0.002 0.003 -0.001
C 0.440154 1.713377 6.801669 0.004 -0.005 0.001
C 0.434096 0.369280 7.085156 -0.003 0.001 -0.002
C 0.132769 -0.564666 6.094316 0.004 -0.002 0.002
F 0.148660 -1.866995 6.433975 0.000 -0.004 -0.001
C -0.168892 -0.194028 4.820418 0.003 0.000 -0.005
C -0.165598 1.172625 4.504008 0.006 -0.005 0.005
C -0.451553 1.581643 3.140274 0.009 0.003 -0.001
O -0.694757 0.751844 2.233668 0.023 0.013 0.003
C -0.435748 2.990636 2.891385 -0.001 -0.005 0.008
C -0.159139 3.859537 3.889312 -0.015 0.005 0.000
N 0.112537 3.475176 5.157210 0.006 0.004 -0.002
C 0.132706 2.130104 5.485414 -0.009 0.005 -0.002
C -0.741370 3.302157 1.451224 0.058 -0.030 -0.049
O -1.943104 3.264116 1.101755 0.039 0.028 0.005
O 0.228280 3.278753 0.647207 -0.015 -0.043 0.009
H 2.160426 5.700288 6.734993 0.000 0.000 0.000
H 2.140288 5.278409 5.017400 0.001 0.000 -0.001
H 2.575982 4.058857 6.209460 0.002 -0.001 -0.001
H -0.161825 5.381906 5.884417 -0.001 -0.001 0.000
H -1.015309 3.932236 7.585899 0.001 -0.001 0.001
H 0.347208 4.824190 8.256587 0.000 0.001 -0.001
H 0.404779 2.357348 8.834883 0.000 0.001 -0.001
H 1.826221 2.869225 7.952265 0.000 0.000 0.001
H 0.653528 0.019041 8.086298 0.000 -0.001 -0.001
H -0.399940 -0.916498 4.049916 -0.002 -0.001 0.001
H -0.145607 4.929380 3.720887 0.004 0.000 -0.001
C 3.543157 1.729583 4.583493 0.000 0.002 0.002
C 3.522355 2.659173 3.551164 -0.007 0.002 -0.002
C 3.150812 2.273061 2.271357 -0.003 -0.010 -0.004
C 2.800068 0.948535 2.004534 0.014 0.011 -0.008
C 2.804305 0.029896 3.056053 -0.008 -0.005 -0.005
C 3.180912 0.413647 4.335089 0.003 -0.002 0.003
Ge 2.278283 0.349334 0.230724 0.005 -0.013 0.017
C 2.910255 1.433615 -1.261975 -0.005 0.003 -0.007
C 3.603492 0.802062 -2.298423 0.010 -0.002 0.013
C 4.057795 1.528083 -3.389553 0.001 -0.003 -0.004
C 3.817054 2.892682 -3.465983 -0.004 0.006 0.001
C 3.116008 3.528323 -2.450603 0.007 -0.002 -0.009
C 2.658090 2.805607 -1.357759 -0.008 -0.011 -0.003
C 2.784671 -1.512040 -0.041387 -0.002 -0.001 0.008
C 2.037750 -2.327838 -0.891212 -0.004 0.002 -0.003
C 2.411890 -3.644315 -1.120066 0.004 -0.002 0.001
C 3.540394 -4.161726 -0.500422 -0.001 -0.002 -0.003
C 4.294144 -3.360866 0.346206 0.001 -0.001 0.003
C 3.917352 -2.045021 0.576333 -0.001 0.003 -0.004
H 3.849134 2.026609 5.579964 0.001 0.000 -0.001
H 3.809354 3.686594 3.739189 0.000 0.003 0.001
H 3.139014 3.008482 1.477223 -0.004 0.006 -0.010
H 2.512653 -0.998941 2.875918 0.003 -0.003 0.000
H 3.187361 -0.314080 5.137068 -0.002 -0.001 0.002
H 3.798340 -0.262954 -2.248727 -0.002 0.000 -0.002
H 4.599841 1.026854 -4.181380 0.000 -0.002 0.001
H 4.169425 3.458434 -4.318984 0.000 0.000 0.000
H 2.916709 4.590813 -2.511803 -0.001 0.000 0.001
H 2.083598 3.308021 -0.590769 0.002 0.007 0.021
H 1.149995 -1.939379 -1.377777 0.006 -0.002 -0.002
H 1.816967 -4.265714 -1.776885 -0.001 0.000 0.000
H 3.831807 -5.189450 -0.675432 0.000 -0.001 0.000
H 5.176900 -3.761033 0.828770 0.001 0.001 0.000
H 4.515781 -1.429977 1.238853 0.000 0.000 0.003
S -7.301818 -0.397924 -0.888689 0.000 -0.004 -0.001
C -5.652708 -0.397870 -0.933481 -0.004 -0.002 -0.004
S -4.664236 -1.837922 -0.926822 0.013 -0.012 -0.010
C -3.206727 -0.882868 -0.960127 -0.016 0.004 -0.023
N -3.452959 0.400867 -0.969913 0.031 -0.043 0.006
N -4.812856 0.658923 -0.966801 -0.012 0.005 -0.016
C -5.219181 2.028772 -1.027081 0.001 0.002 -0.005
C -4.795478 2.899436 -0.039174 0.006 -0.007 0.000
C -5.151197 4.237893 -0.119522 0.000 0.003 -0.001
C -5.939847 4.686539 -1.167719 0.003 0.000 -0.004
C -6.365785 3.798927 -2.148202 0.001 0.002 0.002
C -6.000871 2.464586 -2.086130 -0.009 -0.003 0.002
S -1.635536 -1.574157 -0.966496 0.031 0.003 -0.014
H -4.180388 2.546444 0.776400 -0.009 0.004 0.001
H -4.806457 4.924179 0.642283 0.001 -0.001 0.000
H -6.222611 5.729725 -1.224665 0.000 0.000 0.000
H -6.981205 4.147729 -2.966926 0.001 -0.001 -0.001
H -6.327016 1.759121 -2.837414 0.002 0.001 0.000
```
Forces are in eV/Å.

Mulliken charges in e:
1 Sr 1.3727
2 C -1.1138
3 C -0.3450
4 C -1.0973
5 C -1.1319
6 C 0.8874
7 C -0.6162
8 C -0.0466
9 F -0.3902
10 C -0.6125
11 C 0.2030
12 C 1.7349
13 O -1.0669
14 C 0.8517
15 C -0.3940
16 N 0.2438
17 C -0.1848
18 C -1.0434
19 O -0.6452
20 O -0.6066
21 H 0.4443
22 H 0.3441
23 H 0.1318
24 H 0.5762
25 H 0.3702
26 H 0.4265
27 H 0.4697
28 H 0.3497
29 H 0.5155
30 H 0.6477
31 H 0.4771
32 C -0.5252
33 C -0.7550
34 C -0.1956
35 C 0.6056
36 C -0.2352
37 C -0.8715
38 Ge -0.2714
39 C 0.3647
40 C -0.2939
41 C -0.7360
42 C -0.3961
43 C -0.9518
44 C 0.2134
45 C -0.0102
46 C -0.1584
47 C -0.7650
48 C -0.4157
49 C -0.6871
50 C 0.0860
51 H 0.4682
52 H 0.5214
53 H 0.1969
54 H 0.5337
55 H 0.4554
56 H 0.3991
57 H 0.3906
58 H 0.3798
59 H 0.4327
60 H 0.2525
61 H 0.3318
62 H 0.4214
63 H 0.3801
64 H 0.3927
65 H 0.4444
66 S -0.3330
67 C 0.1885
68 S -0.1273
69 C 0.4517
70 N -0.5665
71 N 0.2085
72 C 0.1460
73 C -0.3880
74 C -0.7777
75 C -0.4226
76 C -0.6093
77 C -0.2227
78 S -0.4858
79 H 0.5957
80 H 0.3916
81 H 0.3827
82 H 0.3659
83 H 0.4478